[1]
Molecular formula: C28H56B2F3N2O8
Method: DFT, wB97M-V/def2-TZVPD

Last column: Löwdin charge in e.
Element x y z (Å)
1 C 2.73 2.32 4.11  -0.12
2 C 1.78 1.24 4.81  -0.23
3 C 0.63 0.63 3.86  -0.19
4 N 0.70 1.10 2.43  0.00
5 C 1.32 0.04 1.58  -0.25
6 O 0.46 -1.11 1.48  -0.07
7 C -0.36 -1.16 0.30  -0.25
8 C -1.87 -0.61 0.52  -0.12
9 C -2.77 -0.68 -0.80  -0.18
10 C -4.30 -0.67 -0.34  -0.08
11 C -4.73 0.84 -0.04  -0.40
12 O -4.07 1.80 -0.47  0.06
13 O -5.88 1.10 0.75  0.06
14 C 0.31 -0.66 -1.07  -0.03
15 N 1.80 -0.33 -0.96  0.03
16 B 2.22 0.37 -2.28  -0.37
17 O 3.47 1.10 -2.40  0.13
18 C 1.35 0.29 -3.66  -0.12
19 C 1.46 -1.16 -4.39  -0.08
20 C 2.64 -1.55 -0.89  -0.35
21 F 3.51 -1.64 0.19  0.17
22 F 3.45 -1.72 -2.04  0.14
23 F 1.92 -2.77 -0.85  0.12
24 C 1.92 0.61 0.21  -0.03
25 B 1.41 2.15 -0.04  -0.36
26 O 2.42 3.19 -0.21  0.06
27 C -0.10 2.68 -0.18  -0.14
28 C -0.32 3.96 0.81  -0.08
29 H 3.50 1.76 3.49  0.07
30 H 2.12 3.07 3.50  0.06
31 H 3.25 2.89 4.95  0.08
32 H 2.36 0.35 5.24  0.11
33 H 1.27 1.73 5.72  0.11
34 H 0.58 -0.49 3.98  0.12
35 H -0.37 1.05 4.26  0.13
36 H -0.27 1.26 2.16  0.09
37 H 2.22 -0.31 2.20  0.18
38 H -0.54 -2.29 0.13  0.15
39 H -1.90 0.39 1.06  0.11
40 H -2.33 -1.37 1.25  0.13
41 H -2.56 -1.71 -1.28  0.12
42 H -2.51 0.13 -1.56  0.12
43 H -5.01 -1.21 -1.07  0.12
44 H -4.41 -1.23 0.66  0.13
45 H -5.98 0.39 1.42  0.11
46 H -0.30 0.23 -1.44  0.13
47 H 0.11 -1.45 -1.88  0.15
48 H 3.24 2.06 -2.42  0.13
49 H 1.80 1.03 -4.42  0.13
50 H 0.27 0.64 -3.52  0.11
51 H 2.56 -1.40 -4.50  0.09
52 H 0.85 -1.97 -3.88  0.08
53 H 1.05 -1.00 -5.45  0.10
54 H 3.05 0.75 0.39  0.19
55 H 2.10 3.83 -0.89  0.11
56 H -0.20 3.12 -1.25  0.13
57 H -0.92 1.90 -0.10  0.07
58 H 0.39 3.91 1.70  0.07
59 H -1.40 4.14 1.07  0.09
60 H 0.02 4.87 0.20  0.09
61 C 0.90 -5.47 1.02  -0.18
62 C 0.21 -6.65 1.66  -0.17
63 C 0.41 -6.36 3.14  -0.20
64 O 0.46 -4.93 3.28  -0.13
65 C 0.57 -4.34 1.98  -0.22
66 H 0.56 -5.26 0.00  0.11
67 H 1.98 -5.63 0.99  0.12
68 H -0.86 -6.63 1.42  0.12
69 H 0.61 -7.61 1.36  0.12
70 H 1.37 -6.76 3.49  0.12
71 H -0.39 -6.77 3.76  0.12
72 H -0.39 -3.88 1.74  0.11
73 H 1.34 -3.57 2.00  0.11
74 C 3.56 7.75 1.36  -0.17
75 C 4.39 6.49 1.27  -0.16
76 C 3.45 5.53 0.58  -0.23
77 O 2.61 6.32 -0.28  -0.15
78 C 2.79 7.71 0.05  -0.19
79 H 4.15 8.66 1.47  0.12
80 H 2.87 7.68 2.20  0.12
81 H 5.27 6.67 0.64  0.12
82 H 4.74 6.12 2.24  0.12
83 H 2.80 5.02 1.29  0.11
84 H 3.97 4.78 -0.02  0.11
85 H 3.36 8.17 -0.76  0.12
86 H 1.82 8.20 0.12  0.12
87 C -4.67 -3.60 -4.52  -0.17
88 C -5.37 -4.78 -3.88  -0.17
89 C -5.18 -4.50 -2.40  -0.19
90 O -5.12 -3.07 -2.25  -0.18
91 C -5.00 -2.48 -3.55  -0.21
92 H -5.00 -3.40 -5.54  0.12
93 H -3.59 -3.78 -4.53  0.11
94 H -6.44 -4.76 -4.13  0.12
95 H -4.97 -5.75 -4.19  0.12
96 H -4.23 -4.91 -2.04  0.12
97 H -5.99 -4.90 -1.79  0.12
98 H -5.95 -2.01 -3.80  0.12
99 H -4.22 -1.71 -3.53  0.11

Output
LUMO level	-3.499	eV
HOMO	-11.43	eV
E_tot	-2160.90122	Eh
net charge	+1
frontier orbital gap	0.291	Ha

[2]
Molecular formula: C52H54BaN8OP2S
Method: DFT, wB97M-V/def2-TZVPD

Last column: Löwdin charge in e.
Element x y z (Å)
1 Ba -0.76 1.13 1.94  1.46
2 C 5.01 3.58 -11.62  -0.10
3 O 4.09 2.72 -11.04  -0.10
4 C 3.77 2.82 -9.71  -0.26
5 C 2.87 1.84 -9.22  0.00
6 C 2.55 1.88 -7.91  -0.03
7 C 3.03 2.84 -7.00  -0.16
8 C 4.01 3.69 -7.48  -0.04
9 C 4.31 3.78 -8.85  -0.02
10 C 2.71 2.64 -5.60  -0.27
11 N 2.44 1.50 -5.05  0.19
12 C 2.18 1.76 -3.70  -0.16
13 C 2.24 3.08 -3.45  -0.16
14 N 2.58 3.68 -4.64  0.17
15 C 1.73 3.58 -2.19  -0.05
16 C 1.73 4.92 -1.84  -0.03
17 C 1.09 5.36 -0.69  -0.04
18 C 0.61 4.41 0.21  -0.09
19 N 0.73 3.09 -0.03  0.07
20 C 1.22 2.64 -1.18  -0.14
21 C 1.36 1.21 -1.44  -0.17
22 N 0.95 0.34 -0.49  0.07
23 C 1.12 -0.95 -0.75  -0.14
24 C 1.62 -1.45 -1.94  -0.04
25 C 1.96 -0.57 -2.93  0.02
26 C 1.83 0.79 -2.69  -0.08
27 H 5.16 3.22 -12.64  0.10
28 H 5.92 3.54 -11.01  0.09
29 H 4.65 4.60 -11.57  0.09
30 H 2.49 1.07 -9.90  0.13
31 H 1.89 1.08 -7.59  0.12
32 H 4.58 4.27 -6.77  0.11
33 H 5.06 4.54 -9.15  0.11
34 H 2.71 4.66 -4.87  0.15
35 H 2.07 5.65 -2.60  0.11
36 H 0.99 6.42 -0.53  0.10
37 H 0.19 4.68 1.14  0.08
38 H 0.78 -1.68 -0.02  0.07
39 H 1.75 -2.52 -2.11  0.10
40 H 2.49 -0.79 -3.81  0.10
41 C -4.33 -1.17 -0.25  -0.29
42 P -2.98 -2.09 0.50  0.98
43 C -4.00 -2.85 1.82  -0.48
44 N -4.95 -3.66 1.34  0.05
45 C -5.85 -4.15 2.24  -0.25
46 C -6.79 -5.11 1.92  -0.05
47 C -7.75 -5.52 2.87  -0.14
48 C -7.72 -5.12 4.22  -0.13
49 C -6.67 -4.27 4.53  -0.09
50 C -5.71 -3.84 3.62  -0.24
51 N -4.73 -3.00 4.12  0.07
52 C -3.87 -2.51 3.16  -0.45
53 P -2.61 -1.25 3.69  0.91
54 C -3.28 -0.81 5.37  -0.30
55 C -1.10 -2.21 4.13  -0.73
56 C -0.24 -1.36 5.17  -0.09
57 C -1.49 -3.55 4.77  -0.11
58 C -0.27 -2.54 2.87  -0.13
59 C -2.52 -3.45 -0.75  -0.70
60 C -3.66 -4.28 -1.35  -0.11
61 C -1.56 -4.37 0.01  -0.13
62 C -1.73 -2.70 -1.85  -0.12
63 H -5.18 -1.87 -0.26  0.04
64 H -3.94 -1.00 -1.23  0.00
65 H -4.57 -0.18 0.24  0.05
66 H -6.89 -5.52 0.92  0.09
67 H -8.59 -6.10 2.59  0.06
68 H -8.47 -5.34 4.97  0.08
69 H -6.68 -3.89 5.54  0.09
70 H -3.30 -1.62 6.11  0.03
71 H -4.29 -0.42 5.23  0.03
72 H -2.64 0.02 5.76  0.03
73 H -0.67 -1.35 6.19  0.07
74 H 0.08 -0.37 4.88  0.05
75 H 0.64 -1.95 5.37  0.07
76 H -2.06 -3.34 5.69  0.07
77 H -0.53 -4.03 5.07  0.08
78 H -2.09 -4.19 4.08  0.09
79 H -0.03 -1.73 2.18  0.01
80 H -0.78 -3.31 2.29  0.04
81 H 0.62 -3.03 3.17  0.07
82 H -4.38 -4.64 -0.62  0.04
83 H -3.23 -5.17 -1.77  0.06
84 H -4.20 -3.66 -2.08  0.08
85 H -2.04 -4.72 0.97  0.08
86 H -0.66 -3.77 0.28  0.03
87 H -1.27 -5.29 -0.53  0.09
88 H -2.42 -2.16 -2.52  0.07
89 H -1.21 -3.30 -2.61  0.08
90 H -0.97 -2.03 -1.41  0.04
91 N 3.12 2.00 1.41  0.14
92 C 3.77 1.60 2.56  -0.28
93 C 4.84 0.74 2.56  -0.05
94 C 5.51 0.39 3.70  -0.10
95 C 5.05 0.91 4.93  -0.11
96 C 4.04 1.84 4.91  -0.07
97 C 3.35 2.18 3.76  -0.19
98 C 2.26 3.14 3.80  -0.29
99 C 2.53 4.43 4.35  -0.05
100 C 1.45 5.34 4.51  -0.15
101 C 0.12 5.09 4.16  -0.16
102 C 0.01 3.79 3.64  -0.13
103 C 0.95 2.75 3.45  -0.29
104 H 3.27 1.38 0.59  0.11
105 H 2.25 2.50 1.44  0.02
106 H 5.17 0.33 1.61  0.11
107 H 6.24 -0.41 3.72  0.10
108 H 5.59 0.61 5.84  0.09
109 H 3.80 2.39 5.82  0.11
110 H 3.63 4.62 4.61  0.12
111 H 1.63 6.37 4.82  0.08
112 H -0.71 5.83 4.26  0.09
113 H -2.73 1.03 -0.23  -0.13
114 C -2.56 2.04 0.18  -0.46
115 H -2.47 2.57 -0.79  -0.10
116 H -3.47 2.40 0.70  -0.09
117 S 4.44 -3.64 -0.59  0.31
118 C 2.93 -3.72 0.03  -1.08
119 N 1.82 -3.81 0.35  0.02

Output
LUMO level (spin up / spin down)	2.693 / 2.693	eV
HOMO (spin up / spin down)	-2.27 / -0.59	eV
energy above the lowest of the compared OMol25 structures with the same formula, charge and spin	77.2	kcal per mole
E_tot	-3633.53867	Eh
net charge	-2
frontier orbital gap (spin up / spin down)	0.182 / 0.120	Ha

[3]
Molecular formula: C30H31ClO3SbSeV
Method: DFT, wB97M-V/def2-TZVPD

Last column: Löwdin charge in e.
Element x y z (Å)
1 V -0.45 1.83 0.01  0.34
2 Cl -4.12 4.48 -5.57  0.76
3 C -3.23 3.61 -4.40  -0.64
4 C -3.30 2.21 -4.37  -0.02
5 C -2.59 1.47 -3.43  0.04
6 C -1.82 2.13 -2.50  -0.26
7 O -1.11 1.44 -1.57  -0.25
8 C -1.72 3.53 -2.52  -0.12
9 C -0.84 4.22 -1.63  -0.07
10 O -0.18 3.69 -0.71  -0.09
11 C -2.43 4.27 -3.49  -0.01
12 H -3.92 1.70 -5.09  0.13
13 H -2.65 0.39 -3.41  0.14
14 H -0.72 5.30 -1.77  0.17
15 H -2.35 5.35 -3.51  0.13
16 C 2.15 4.57 1.69  -0.04
17 C 2.22 3.32 0.86  -0.20
18 O 1.07 2.44 1.16  -0.26
19 H 3.02 5.19 1.46  0.10
20 H 2.19 4.34 2.76  0.10
21 H 1.25 5.14 1.48  0.09
22 H 3.12 2.73 1.05  0.12
23 H 2.15 3.52 -0.21  0.12
24 H 0.93 2.41 2.12  0.12
25 Se -2.13 1.83 1.26  0.72
26 C 3.30 -0.24 1.16  -0.05
27 C 2.74 -1.30 2.05  -0.29
28 C 3.59 -2.03 2.88  -0.02
29 C 3.13 -3.11 3.62  -0.04
30 C 1.80 -3.49 3.55  -0.05
31 C 0.93 -2.77 2.75  -0.13
32 C 1.39 -1.67 2.03  -0.30
33 Sb -0.01 -0.85 0.67  1.65
34 C -1.86 -1.74 1.14  -0.35
35 C -2.54 -2.35 0.09  -0.12
36 C -3.80 -2.89 0.29  -0.06
37 C -4.37 -2.82 1.55  -0.04
38 C -3.70 -2.20 2.59  -0.02
39 C -2.44 -1.63 2.41  -0.32
40 C -1.80 -0.92 3.58  -0.06
41 C 0.67 -1.72 -1.13  -0.30
42 C 0.45 -3.10 -1.24  -0.12
43 C 0.95 -3.79 -2.33  -0.05
44 C 1.68 -3.12 -3.30  -0.04
45 C 1.93 -1.76 -3.17  -0.03
46 C 1.43 -1.03 -2.08  -0.29
47 C 1.77 0.44 -2.03  -0.06
48 H 4.20 0.21 1.59  0.10
49 H 2.57 0.55 0.98  0.02
50 H 3.58 -0.66 0.19  0.10
51 H 4.64 -1.76 2.92  0.12
52 H 3.82 -3.66 4.25  0.12
53 H 1.44 -4.34 4.10  0.12
54 H -0.11 -3.08 2.69  0.10
55 H -2.09 -2.41 -0.90  0.09
56 H -4.32 -3.37 -0.53  0.12
57 H -5.35 -3.25 1.72  0.12
58 H -4.17 -2.14 3.56  0.12
59 H -2.38 -1.07 4.48  0.09
60 H -1.75 0.16 3.41  0.02
61 H -0.79 -1.27 3.78  0.06
62 H -0.10 -3.63 -0.48  0.10
63 H 0.78 -4.86 -2.42  0.12
64 H 2.08 -3.66 -4.15  0.12
65 H 2.52 -1.25 -3.91  0.13
66 H 2.81 0.60 -2.31  0.10
67 H 1.67 0.85 -1.01  0.01
68 H 1.15 1.01 -2.71  0.09

Output
LUMO level (spin up / spin down)	-7.813 / -7.812	eV
HOMO (spin up / spin down)	-14.21 / -14.21	eV
E_tot	-5432.82716	Eh
net charge	+2
frontier orbital gap (spin up / spin down)	0.235 / 0.235	Ha